61
Properties=species:S:1:pos:R:3:forces:R:3 method="wB97M-V/def2-TZVPD" gap_ev=5.2 fmax_ev_per_a=0.76 lumo_ev=2.0 total_charge=-1
O 3.0652 2.9168 -2.4490 0.324 -0.092 0.115
P 2.3088 3.6591 -3.7380 0.163 0.673 -0.189
Cl 2.9076 2.3322 -5.2650 -0.024 -0.166 0.142
P 0.1459 3.1081 -3.3698 -0.087 -0.396 -0.416
S -2.0442 2.7484 -2.9059 -0.367 0.665 0.081
H 2.5687 3.1569 -1.6564 -0.220 -0.179 0.068
H -0.2386 4.2804 -4.1722 0.021 -0.057 -0.007
H 0.2369 4.0045 -2.2017 0.229 0.019 0.107
H 0.5396 1.9709 -2.5429 -0.037 0.130 -0.061
H 0.0714 2.2679 -4.5636 -0.093 -0.044 0.059
H -2.1199 1.4310 -2.9943 0.178 -0.472 0.004
C -1.8107 3.6104 2.3120 0.088 0.066 -0.134
C -2.0763 4.1685 0.9307 -0.236 -0.259 0.118
O -1.2381 4.7997 0.3450 0.275 0.383 -0.119
C -3.4381 3.8869 0.3466 0.035 0.201 -0.030
H -0.8024 3.8725 2.6191 0.062 0.012 0.012
H -2.5224 4.0192 3.0317 -0.071 -0.109 0.012
H -1.9065 2.5258 2.3026 -0.095 -0.032 0.076
H -4.1999 4.3433 0.9867 -0.035 -0.169 0.058
H -3.6004 2.8101 0.2796 -0.069 -0.001 0.042
H -3.5070 4.3055 -0.6510 0.065 -0.018 -0.099
C 2.3167 -1.7792 -0.3561 -0.089 -0.005 0.054
C 1.7425 -0.8959 -1.4390 0.461 -0.009 -0.220
O 0.6520 -0.3986 -1.3410 -0.409 0.007 0.160
C 2.5965 -0.6668 -2.6591 -0.122 0.013 -0.047
H 1.6024 -1.8615 0.4603 -0.037 0.007 0.038
H 2.5139 -2.7716 -0.7671 0.113 0.185 0.110
H 3.2473 -1.3527 0.0243 0.056 -0.054 -0.079
H 2.8140 -1.6227 -3.1411 0.105 -0.028 0.052
H 3.5361 -0.1906 -2.3755 0.051 -0.038 -0.024
H 2.0722 -0.0173 -3.3542 0.000 0.071 -0.005
C 0.8934 2.9133 5.5043 -0.104 0.029 -0.025
C 0.2626 1.6364 5.0022 0.390 0.023 0.102
O -0.8434 1.6258 4.5328 -0.468 -0.091 -0.064
C 1.0895 0.3768 5.1097 -0.096 -0.028 -0.047
H 0.2008 3.7376 5.3661 -0.046 0.039 -0.021
H 1.1365 2.8202 6.5641 0.113 -0.020 -0.011
H 1.8102 3.1200 4.9507 0.072 -0.032 0.066
H 1.3403 0.1811 6.1536 0.106 0.039 -0.002
H 2.0139 0.4867 4.5414 0.067 0.022 0.076
H 0.5253 -0.4613 4.7130 -0.040 -0.040 -0.031
C -1.9421 -1.3441 0.2241 0.020 0.029 -0.251
C -3.2278 -0.5800 0.0306 0.103 -0.332 0.376
O -3.3328 0.2672 -0.8116 -0.263 0.328 -0.332
C -4.3841 -0.9273 0.9505 -0.014 0.104 -0.058
H -1.1999 -0.9988 -0.4963 -0.094 -0.028 0.164
H -1.5617 -1.1855 1.2357 -0.030 -0.095 0.040
H -2.1259 -2.4129 0.0775 0.014 0.002 0.146
H -4.1011 -0.7546 1.9907 0.025 -0.101 0.018
H -4.6551 -1.9779 0.8311 0.052 -0.036 0.087
H -5.2416 -0.3068 0.7060 -0.033 0.042 -0.028
C 2.4941 -7.0095 -0.9295 0.055 0.098 0.050
C 1.9530 -5.8906 -1.7870 -0.127 -0.287 -0.089
O 2.2625 -4.7442 -1.5939 0.141 0.201 0.019
C 1.0051 -6.2730 -2.8964 0.008 0.117 -0.013
H 3.1582 -6.5999 -0.1747 0.035 0.037 0.036
H 1.6735 -7.5349 -0.4393 -0.010 -0.092 -0.066
H 3.0457 -7.7199 -1.5465 -0.077 -0.083 -0.011
H 0.1263 -6.7695 -2.4830 0.023 -0.109 -0.022
H 1.4982 -6.9544 -3.5913 -0.045 -0.099 0.033
H 0.6931 -5.3810 -3.4303 -0.011 0.060 -0.020

26
Properties=species:S:1:pos:R:3:forces:R:3 method="wB97M-V/def2-TZVPD" de_lowest_ev=1.970 s2=2.0154 spin_multiplicity=3 gap_ev="7.0 / 7.2" fmax_ev_per_a=5.74 lumo_ev="-9.4 / -9.3" total_charge=+2
O -2.4485 -5.1068 -2.9250 0.468 2.403 0.643
C -2.2219 -4.0343 -2.6092 -0.426 -2.354 -0.576
Pr -0.2285 -0.7448 0.5854 2.819 -0.745 2.452
C -0.9954 1.6180 0.4654 -0.304 0.330 1.751
O 0.3000 1.6290 0.5907 -0.402 -1.250 0.016
C -1.5796 1.1226 -0.8264 -2.319 0.660 -2.313
O -1.9534 1.7316 -1.7894 1.125 -2.291 2.668
C -1.7914 1.3616 1.6494 -1.871 2.803 0.444
O -2.5061 1.7841 2.4891 1.932 -1.830 -1.789
C 0.7984 0.4669 -1.3855 2.845 3.054 -3.947
O 1.2908 1.2052 -2.1236 -1.877 -3.023 2.848
H -1.6794 -0.2695 -0.7427 -1.125 2.288 -1.667
C 3.2436 -2.3640 3.4694 -0.073 -0.072 0.109
P 3.1990 -1.1276 2.1777 1.246 -0.016 0.459
C 3.7243 0.4554 2.8280 -0.055 0.064 0.092
C 4.2791 -1.6033 0.8309 0.020 -0.031 -0.123
O 1.7607 -1.0220 1.6494 -2.028 0.071 -0.976
H 2.7345 -1.9763 4.3625 0.140 -0.103 -0.208
H 4.2775 -2.6244 3.7307 -0.234 0.091 -0.058
H 2.7190 -3.2659 3.1263 0.204 0.175 0.069
H 4.7934 0.4339 3.0802 -0.251 -0.029 -0.064
H 3.5446 1.2418 2.0832 0.079 -0.193 0.139
H 3.1502 0.6863 3.7356 0.151 -0.044 -0.212
H 3.8373 -2.4495 0.2879 0.165 0.129 0.171
H 4.4016 -0.7606 0.1374 0.002 -0.178 0.174
H 5.2653 -1.8974 1.2142 -0.230 0.092 -0.105

122
Properties=species:S:1:pos:R:3:forces:R:3 method="wB97M-V/def2-TZVPD" gap_ev=7.4 fmax_ev_per_a=3.40 lumo_ev=-0.1 smiles="CCCCCCCCCCCc1c2c(c(P(C)C)c(CCCO)c1/C(I)=C(/C)I)C(=O)NC2=O.CCCC#N.CCCC#N.CCCC#N.CCCC#N" total_charge=0
C -0.1565 2.0680 4.6941 -0.486 -0.214 0.093
C -0.4894 0.7846 3.9421 -0.022 0.103 0.420
C 0.0456 -0.4761 4.6100 0.612 0.068 -1.284
C 0.1699 -1.6130 3.5889 -0.606 0.513 0.683
C -1.2034 -2.1073 3.2172 -0.265 -0.452 -0.264
C -1.2683 -3.2139 2.1838 0.746 -0.222 0.244
C -0.6347 -2.8861 0.8473 -1.070 0.006 -0.349
C -1.5889 -2.1066 -0.0849 1.268 0.285 0.815
C -1.0023 -0.7502 -0.4964 -0.714 -0.240 -0.335
C -0.4489 -0.6946 -1.9155 0.497 -0.432 0.330
C 1.0599 -0.8796 -2.1254 -0.201 0.301 -0.042
C 1.9775 -0.1521 -1.1972 -2.512 -0.796 -1.875
C 2.7603 -0.8406 -0.3969 0.560 -3.274 0.738
C 3.5757 -0.2411 0.4968 1.303 -2.223 1.726
C 3.6778 1.0763 0.5971 1.036 1.116 2.287
P 4.8079 1.8642 1.7836 1.319 1.770 -0.985
C 3.9056 2.3721 3.2878 -0.090 -0.416 -0.386
C 6.2237 0.7870 2.2175 -1.201 -0.472 0.979
C 2.8827 1.8182 -0.2424 1.085 2.718 1.061
C 2.9058 3.3301 -0.1434 0.502 -0.364 -0.171
C 4.2193 4.0281 -0.5093 -0.541 0.390 0.138
C 4.8792 3.4741 -1.7215 0.393 0.540 -0.021
O 5.7245 4.4896 -2.2591 0.079 0.211 0.042
C 2.0578 1.1999 -1.0967 -1.434 0.965 -1.629
C 1.1819 2.0133 -1.9400 -0.561 0.308 -0.114
I -0.4528 2.8232 -0.8535 -0.083 -0.001 -0.018
C 1.2810 2.2538 -3.2318 0.396 -0.306 0.138
C 0.3935 3.0645 -4.0678 -0.212 0.366 -0.349
I 2.8773 1.3842 -4.3233 -0.036 0.113 -0.032
C 4.2338 -1.3674 1.2655 0.732 0.426 1.043
O 4.5614 -1.4499 2.4281 -0.558 0.006 -1.711
N 4.3029 -2.4604 0.2910 -0.324 -0.855 1.493
C 2.9559 -2.3289 -0.2463 -0.770 -0.833 -1.034
O 2.1905 -3.2556 -0.4089 1.348 1.368 0.017
H 0.0530 2.8944 4.0362 0.193 0.309 -0.326
H 0.6705 1.9295 5.3726 0.433 0.016 0.171
H -1.0077 2.3643 5.2838 -0.290 0.221 0.448
H -1.5598 0.6908 3.8518 -0.457 0.103 -0.221
H -0.0999 0.8602 2.9377 0.228 -0.152 -0.466
H -0.5679 -0.7799 5.4413 -0.116 -0.045 0.545
H 1.0547 -0.2481 4.9157 0.385 0.038 0.653
H 0.7067 -1.1982 2.7520 0.331 -0.023 -0.528
H 0.7491 -2.4172 4.0149 0.325 -0.425 0.048
H -1.8438 -1.2902 2.9137 -0.179 0.382 -0.156
H -1.6366 -2.5188 4.1197 -0.330 0.018 0.438
H -0.7308 -4.0635 2.5876 0.198 -0.376 0.283
H -2.2904 -3.5394 2.0765 -0.471 -0.083 -0.235
H -0.3516 -3.8095 0.3693 0.410 -0.269 -0.160
H 0.2386 -2.2814 1.0112 0.616 -0.045 0.008
H -2.4888 -1.9403 0.4748 -0.655 0.053 -0.025
H -1.8005 -2.7085 -0.9494 -0.379 -0.202 -0.463
H -0.3022 -0.4284 0.2637 0.398 0.230 0.119
H -1.8107 -0.0385 -0.4649 -0.330 0.439 0.073
H -0.7601 0.2035 -2.4186 -0.131 0.522 -0.105
H -0.9096 -1.5064 -2.4526 -0.298 -0.293 -0.433
H 1.2658 -0.5158 -3.1162 0.124 -0.082 -0.578
H 1.3438 -1.9174 -2.0935 -0.151 -0.410 -0.032
H 4.5802 2.3227 4.1237 0.303 -0.229 0.449
H 3.6529 3.4088 3.1605 -0.272 0.503 -0.093
H 3.0043 1.8180 3.4830 -0.332 -0.370 0.265
H 6.4600 0.0848 1.4413 0.312 -0.077 -0.539
H 7.0616 1.3948 2.4933 0.472 0.498 -0.285
H 5.9792 0.1941 3.0839 0.008 -0.382 0.320
H 2.1527 3.7367 -0.7929 -0.256 0.181 -0.127
H 2.6289 3.5937 0.8627 -0.182 0.297 0.469
H 4.8995 4.0951 0.3123 0.393 -0.119 0.447
H 3.9581 5.0443 -0.7611 -0.173 0.498 -0.088
H 4.1062 3.2665 -2.4351 -0.340 -0.465 -0.627
H 5.4606 2.5877 -1.5040 0.036 -0.477 0.032
H 6.5370 4.0955 -2.5668 0.213 -0.126 -0.154
H -0.2830 3.6626 -3.4855 -0.260 0.200 0.375
H 0.9672 3.7361 -4.6800 0.271 0.290 -0.419
H -0.2027 2.4498 -4.7196 -0.230 -0.357 -0.416
H 4.9810 -2.1334 -0.3866 0.061 -0.206 -0.407
C -4.9583 -6.6749 0.9003 0.083 0.092 -0.028
C -5.6409 -6.0817 2.1256 0.192 -0.257 -0.116
C -6.3749 -4.7717 1.8290 -0.069 -0.218 0.267
C -5.4629 -3.6984 1.4426 -0.136 0.018 -0.087
N -4.7465 -2.8563 1.1359 -0.001 0.056 0.031
H -4.1728 -6.0171 0.5224 -0.011 0.030 0.019
H -4.4978 -7.6297 1.1517 0.006 -0.020 -0.022
H -5.6771 -6.8485 0.1008 -0.026 -0.027 0.005
H -4.8984 -5.9276 2.9113 -0.059 0.116 0.050
H -6.3647 -6.8017 2.5072 -0.085 0.063 0.013
H -6.9275 -4.4521 2.7145 0.024 0.112 -0.012
H -7.1086 -4.9275 1.0365 0.066 0.030 -0.093
C -11.1217 -5.8749 -1.1506 0.009 -0.072 0.021
C -11.5346 -6.8483 -0.0519 -0.020 0.183 -0.229
C -10.6055 -6.8033 1.1657 -0.327 -0.130 -0.020
C -9.2535 -7.2555 0.8462 0.009 0.100 0.106
N -8.1908 -7.6081 0.5942 0.003 -0.022 -0.049
H -10.1408 -6.1258 -1.5564 0.024 0.013 0.025
H -11.8367 -5.9040 -1.9716 0.001 0.018 -0.022
H -11.0844 -4.8512 -0.7740 0.008 0.011 -0.002
H -11.5686 -7.8614 -0.4547 0.021 -0.047 0.072
H -12.5448 -6.6050 0.2801 0.006 -0.032 0.094
H -11.0045 -7.4401 1.9565 0.097 -0.035 0.038
H -10.5612 -5.7901 1.5683 0.103 0.027 -0.025
C 2.7414 2.4520 -10.3277 -0.040 0.016 0.071
C 2.5281 1.6302 -9.0611 0.174 0.106 -0.204
C 1.0624 1.2600 -8.8156 0.275 -0.151 0.118
C 0.2308 2.4316 -8.5497 -0.076 -0.107 -0.059
N -0.4218 3.3511 -8.3381 -0.006 0.100 0.041
H 2.2344 3.4157 -10.2663 -0.041 -0.008 -0.010
H 3.8027 2.6453 -10.4799 0.009 0.009 -0.017
H 2.3669 1.9237 -11.2062 -0.011 0.007 -0.011
H 2.9176 2.1780 -8.2016 -0.049 -0.038 0.069
H 3.1055 0.7075 -9.1383 -0.059 -0.062 0.074
H 0.9951 0.5890 -7.9576 -0.083 0.042 0.044
H 0.6611 0.7172 -9.6728 -0.077 0.082 -0.039
C 4.0440 8.7038 4.4231 -0.024 -0.066 0.025
C 4.6621 7.3223 4.6086 -0.068 0.263 0.049
C 4.9628 6.6193 3.2808 0.151 -0.070 0.309
C 3.7487 6.3133 2.5295 0.116 0.009 -0.107
N 2.7946 6.0697 1.9405 -0.123 -0.036 0.008
H 3.0733 8.6418 3.9298 0.010 -0.006 -0.041
H 3.8949 9.1856 5.3887 -0.008 0.025 0.002
H 4.6917 9.3457 3.8236 -0.003 0.008 -0.014
H 3.9982 6.7032 5.2138 0.019 -0.077 -0.032
H 5.5968 7.4206 5.1626 0.046 -0.078 -0.035
H 5.4945 5.6851 3.4711 -0.048 -0.058 -0.095
H 5.6201 7.2362 2.6665 -0.065 0.022 -0.086

89
Properties=species:S:1:pos:R:3:forces:R:3 method="wB97M-V/def2-TZVPD" de_lowest_ev=0.000 gap_ev=4.6 fmax_ev_per_a=1.19 lumo_ev=-7.7 total_charge=+2
Tc -1.0140 0.0356 -0.4285 -0.733 0.672 -0.655
C -2.4869 -5.0763 0.9144 0.017 -0.018 0.000
N -2.2176 -3.6788 1.2555 0.025 0.077 -0.023
C -2.5189 -3.1922 2.6069 -0.008 0.015 0.009
C -1.7135 -2.8364 0.3663 0.085 -0.284 -0.188
N -1.5086 -1.5622 0.6391 -0.170 0.349 -0.093
N -1.4159 -3.3408 -0.8801 -0.024 0.085 0.145
C -0.7846 -2.6686 -1.9046 -0.041 0.252 0.024
N -0.5330 -3.3927 -2.9991 0.018 -0.070 -0.083
N -0.4771 -1.4149 -1.8068 0.059 -0.370 0.176
H -2.9360 -5.5606 1.7740 0.009 0.001 0.003
H -1.5616 -5.6059 0.6761 0.002 -0.006 0.004
H -3.1984 -5.1499 0.0893 0.003 0.005 -0.003
H -2.8484 -4.0324 3.2075 -0.010 0.006 -0.001
H -3.3094 -2.4414 2.5835 0.004 0.004 0.000
H -1.6313 -2.7611 3.0697 0.014 -0.005 0.003
H -1.6510 -1.2554 1.6254 0.043 0.022 -0.002
H -1.5456 -4.3314 -1.0060 0.033 0.000 0.019
H -0.7329 -4.3761 -3.0569 -0.005 0.009 -0.010
H -0.1084 -2.9561 -3.8014 0.008 -0.013 0.011
H -0.0926 -1.0208 -2.6652 0.071 -0.012 0.050
O 1.0429 2.3474 1.5680 -0.004 -0.047 -0.101
C 0.8893 1.4232 0.9292 0.057 0.194 0.466
O -0.9314 0.3625 -3.9113 0.003 0.082 0.039
C -1.4004 1.2407 -3.2386 -0.055 0.050 -0.356
O -1.3166 1.1404 -1.8602 0.124 -0.560 0.667
C -2.0628 2.4647 -3.6912 0.021 -0.008 -0.077
C -2.1458 2.6809 -5.0686 0.004 -0.011 0.007
C -2.7578 3.8253 -5.5442 0.002 -0.010 0.010
C -3.2852 4.7492 -4.6499 -0.001 -0.005 -0.005
C -3.2040 4.5349 -3.2796 -0.011 0.013 0.028
C -2.5927 3.3934 -2.7946 0.021 -0.021 -0.004
H -1.7293 1.9496 -5.7478 0.000 -0.002 0.001
H -2.8257 4.0008 -6.6087 0.002 -0.005 0.000
H -3.7638 5.6443 -5.0245 0.000 0.000 0.002
H -3.6177 5.2601 -2.5925 0.002 -0.004 -0.002
H -2.5261 3.2228 -1.7290 -0.008 0.003 0.017
O -1.7004 -0.0667 2.8728 -0.023 -0.024 -0.142
C -1.8845 1.0169 2.3291 0.084 0.177 0.013
O -1.7417 1.1281 0.9973 0.229 -0.455 0.354
C -2.2487 2.2487 3.0207 -0.022 -0.025 0.083
C -2.3526 2.2054 4.4093 -0.012 -0.040 -0.043
C -2.6834 3.3371 5.1463 -0.014 0.085 -0.007
C -2.9035 4.4926 4.4318 0.012 -0.043 -0.062
O -3.2388 5.7052 4.9056 -0.003 0.001 0.046
C -3.3411 6.5835 3.7768 0.003 0.017 0.005
O -3.0761 5.8003 2.6086 0.006 -0.018 -0.048
C -2.8015 4.5419 3.0406 -0.002 -0.025 0.056
C -2.4746 3.4424 2.3029 -0.001 0.025 0.019
H -2.1682 1.2685 4.9157 -0.001 -0.003 -0.009
H -2.7655 3.3172 6.2230 -0.001 0.003 0.001
H -2.5927 7.3701 3.8670 -0.011 0.007 0.000
H -4.3516 6.9856 3.7263 0.004 0.008 0.000
H -2.4014 3.4841 1.2264 0.005 0.010 -0.006
C 0.7592 0.3233 0.1413 0.191 -0.207 -0.277
Ge 2.4237 -0.8053 -0.1060 -0.053 0.146 -0.049
C 3.0318 -0.5190 -1.9211 -0.017 -0.062 0.036
C 4.2883 -1.0025 -2.2894 -0.007 -0.041 0.038
C 4.7498 -0.8432 -3.5876 0.001 0.009 -0.026
C 3.9627 -0.1964 -4.5313 0.002 -0.007 -0.004
C 2.7176 0.3012 -4.1738 0.011 0.010 -0.021
C 2.2596 0.1419 -2.8733 0.012 0.036 0.007
C 1.8631 -2.6370 0.2335 0.088 0.018 -0.017
C 2.0398 -3.6069 -0.7518 0.047 -0.008 -0.005
C 1.7495 -4.9417 -0.4948 -0.017 -0.005 0.000
C 1.2812 -5.3202 0.7566 -0.014 0.007 0.013
C 1.0946 -4.3606 1.7462 -0.027 -0.037 0.012
C 1.3855 -3.0288 1.4849 -0.083 0.063 0.050
C 3.6506 -0.1145 1.2166 0.037 -0.004 -0.096
C 4.2258 1.1360 0.9795 -0.004 0.028 -0.023
C 5.1157 1.6855 1.8892 0.006 -0.007 0.023
C 5.4467 0.9829 3.0404 -0.010 -0.009 -0.004
C 4.8918 -0.2669 3.2781 0.018 0.026 0.018
C 3.9967 -0.8143 2.3703 -0.044 -0.076 0.042
H 4.9210 -1.4986 -1.5606 -0.006 -0.001 -0.004
H 5.7268 -1.2177 -3.8625 0.002 0.000 0.003
H 4.3271 -0.0686 -5.5418 -0.002 -0.001 -0.001
H 2.1099 0.8237 -4.9013 -0.005 0.000 0.000
H 1.3036 0.5716 -2.5986 0.019 0.030 -0.001
H 2.4343 -3.3243 -1.7224 0.007 0.000 0.000
H 1.9241 -5.6899 -1.2579 0.008 -0.011 -0.002
H 1.0963 -6.3654 0.9724 -0.005 0.001 0.001
H 0.7560 -4.6565 2.7322 0.002 -0.003 -0.010
H 1.2539 -2.2926 2.2739 -0.002 -0.030 -0.029
H 3.9994 1.6815 0.0677 -0.004 -0.007 0.003
H 5.5592 2.6530 1.6957 0.003 0.000 0.001
H 6.1466 1.4062 3.7483 0.000 -0.001 0.001
H 5.1620 -0.8192 4.1682 0.003 0.002 0.002
H 3.5851 -1.7993 2.5637 0.030 0.047 -0.017